No. 1
Computed, not measured: the molecule C2H6N2O in a non-equilibrium geometry, with ωB97M-V with the def2-TZVPD basis set.

```
! wB97M-V def2-TZVPD RIJCOSX def2/J DEFGRID3
* xyz 0 1
N 0.71868 -1.25940 0.22389
C 0.73813 0.18573 0.37935
C -0.39362 1.06795 -0.29252
N -1.45758 0.13446 -0.25382
O -0.05866 2.11969 -0.82988
H 1.61995 -1.56407 0.49281
H 0.49724 -1.65121 -0.66618
H 1.56357 0.82164 -0.00088
H 0.65695 0.42845 1.44142
H -1.67485 -0.62974 0.34979
H -2.20982 0.34651 -0.84398
*
```

Output
Structure (SMILES): NCC(N)=O
Relative energy (zero: lowest compared OMol25 entry of this formula, charge and spin) in eV: 1.697
Calculated total energy in eV: -7198.0902

No. 2
Computed, not measured: a cluster of 2 separate species, C2H6N2O in total in a non-equilibrium geometry, with ωB97M-V with the def2-TZVPD basis set.

```
! wB97M-V def2-TZVPD RIJCOSX def2/J DEFGRID3
* xyz 0 1
C -1.09970 -0.20125 1.01399
N 0.55229 0.76028 -0.16845
C 0.59288 -0.32656 -0.90067
O 1.80832 1.42024 -0.06644
N -0.29517 -1.23572 -0.57826
H 1.56265 2.34851 0.03489
H -0.68346 -1.77461 -1.35029
H 1.30117 -0.42160 -1.72392
H -0.41058 -0.58969 1.74970
H -1.96903 -0.82082 0.85782
H -1.35936 0.84123 1.13163
*
```

Output
Relative energy (zero: lowest compared OMol25 entry of this formula, charge and spin) in eV: 5.816
Calculated total energy in eV: -7193.9713

No. 3
Computed, not measured: the molecule C2H6N2O in a non-equilibrium geometry, with ωB97M-V with the def2-TZVPD basis set.

```
! wB97M-V def2-TZVPD RIJCOSX def2/J DEFGRID3
* xyz 0 1
C 1.20856 -0.11078 0.03736
C -0.91854 0.81200 0.94037
H 1.36299 -1.19539 0.14525
H 1.65579 0.26230 -0.85905
H 1.67706 0.35902 0.92663
H -0.98424 -1.53144 -0.79166
H -0.45382 -0.35802 -2.00008
H -0.25834 1.19594 1.73663
N -0.22575 0.18812 -0.05892
N -0.92326 -0.48817 -1.05303
O -2.14045 0.86643 0.97651
*
```

Output
Structure (SMILES): CN(N)C=O
Relative energy (zero: lowest compared OMol25 entry of this formula, charge and spin) in eV: 2.012
Calculated total energy in eV: -7197.7756